Formula: C2H3ClN2O
Source: the OMol25 dataset
Level of theory: ωB97M-V/def2-TZVPD

Values from the calculation:
M = 106.51 g mol⁻¹
Kohn-Sham gap (spin up / spin down) = 8.4851 / 8.3756 eV

Last column: natural (NBO) charge in e.
CARTESIAN COORDINATES (ANGSTROEM)
C 0.3678 0.4410 -0.9902  0.17
C -0.1919 -1.1409 0.4814  0.02
N 0.0744 -0.7731 -0.8287  -0.39
N 0.5806 1.2623 0.0385  -0.21
O 0.1650 -0.1273 1.4518  -0.38
Cl -0.5307 2.5505 0.3182  0.18
H 0.5745 0.9275 -1.9181  0.22
H -1.3471 -1.1472 0.6813  0.18
H 0.3074 -1.9929 0.7659  0.20

Atomic forces in eV per Å
C -0.88 -1.40 -0.70
C -3.66 3.12 2.65
N 0.28 0.00 -2.15
N 0.12 0.96 4.59
O 1.02 1.40 -2.42
Cl 0.41 -0.76 -0.48
H -0.02 -0.09 -0.98
H 1.75 -0.98 -0.96
H 0.98 -2.26 0.46